{"formula": "C3H4N2O", "method": "the ωB97M-V functional and the def2-TZVPD basis", "e_above_lowest_kj_mol": 282.3, "gap_ev": 11.995, "smiles": "[H]/N=C1/CO1.C#N", "symbols": ["H", "N", "C", "C", "O", "H", "H", "C", "N", "H"], "positions_angstrom": [[0.613445, -0.449002, 2.381712], [0.137666, -0.128954, 1.537990], [0.748085, -0.489799, 0.502624], [0.905844, -0.555371, -0.920305], [1.826046, -1.160021, 0.086893], [1.332261, 0.283132, -1.465031], [0.345714, -1.282488, -1.502614], [-1.985519, 1.269743, -0.175542], [-2.200701, 1.442161, -1.296383], [-1.722843, 1.070598, 0.850657]], "atomic_forces_ev_per_a": [[-0.01, 0.01, -0.06], [0.30, -0.18, -0.27], [-0.22, 0.13, 0.20], [-0.16, 0.11, -0.23], [0.04, -0.03, 0.21], [-0.06, -0.12, 0.10], [0.07, 0.10, 0.11], [-0.16, 0.13, -0.94], [0.19, -0.16, 1.08], [0.00, 0.00, -0.20]]}

{"formula": "C3H4N2O", "method": "the ωB97M-V functional and the def2-TZVPD basis", "e_above_lowest_kj_mol": 242.2, "gap_ev": 9.899, "symbols": ["O", "C", "N", "C", "C", "N", "H", "H", "H", "H"], "positions_angstrom": [[2.289661, -0.212671, -0.012183], [0.958340, -0.090310, 0.070807], [0.152949, -1.152909, 0.115510], [-1.085408, -0.643032, 0.116611], [-1.039444, 0.749174, 0.079879], [0.378739, 1.117660, 0.088729], [2.471539, -1.163949, -0.022177], [-1.961563, -1.280535, 0.137779], [-1.786560, 1.487195, 0.341957], [-0.378249, 1.189377, -0.916909]], "atomic_forces_ev_per_a": [[0.00, -0.08, -0.01], [-0.13, 0.03, -0.04], [-0.03, 0.14, -0.03], [-0.12, 0.05, -0.02], [-0.37, -0.15, 0.26], [0.18, -0.13, 0.05], [0.03, 0.15, -0.01], [0.13, 0.13, 0.01], [0.14, -0.11, -0.08], [0.17, -0.04, -0.13]]}

{"formula": "C3H4N2O", "method": "the ωB97M-V functional and the def2-TZVPD basis", "e_above_lowest_kj_mol": 233.3, "gap_ev": 10.404, "smiles": "NC1=N[C@@H]1C=O", "symbols": ["N", "C", "N", "C", "C", "O", "H", "H", "H", "H"], "positions_angstrom": [[-1.831596, -0.286988, 0.167308], [-0.536292, -0.376013, 0.552373], [0.269838, -0.359070, 1.514012], [0.821966, -0.537369, 0.086807], [1.368636, 0.643992, -0.635786], [0.735069, 1.673723, -0.739712], [-2.491885, -0.131311, 0.917364], [-1.959901, 0.353472, -0.607133], [1.272472, -1.509039, -0.122553], [2.351692, 0.528602, -1.132679]], "atomic_forces_ev_per_a": [[0.04, 0.04, 0.12], [0.20, 0.01, 0.33], [-0.46, 0.03, -0.25], [0.14, -0.06, -0.31], [-0.19, 0.33, -0.01], [0.39, -0.37, 0.08], [0.10, 0.09, 0.02], [-0.02, -0.27, -0.03], [-0.13, 0.16, -0.04], [-0.06, 0.03, 0.08]]}